18
Properties=species:S:1:pos:R:3:forces:R:3:mulliken_charge:R:1 method="wB97M-V/def2-TZVPD" e_homo_ev="-7.3 / -7.7" largest_force_ha_per_bohr=0.016 spin_multiplicity=1 e_lumo_ha="0.021 / -0.010" e_above_lowest_kcal_mol=76.03 gap_ev="7.934 / 7.421" e_tot_ev=-10939.5175
C 1.27757 1.29790 -0.15762 0.0332 -0.2172 -0.0057 -0.94
C 1.72895 0.35419 -1.00481 0.0136 0.2777 -0.1914 0.04
C 0.45831 -0.46206 1.35064 -0.0978 0.4929 0.3176 0.20
C 0.07204 0.82275 0.60800 0.0005 0.1900 0.1048 0.17
C 1.15078 -0.94425 -0.85917 0.0322 0.1374 -0.0985 -0.72
C -0.98266 0.50387 -0.42513 0.0335 0.0930 0.1521 -0.27
C -2.26149 -0.10995 0.00127 -0.0416 -0.1414 -0.1169 -1.22
N 0.90591 -1.36822 0.43752 -0.1129 -0.7825 -0.1833 0.00
O 0.40735 -0.65226 2.54540 -0.1450 -0.0802 0.0257 -0.63
H 1.63781 2.30677 -0.08215 0.1248 0.1725 -0.0405 0.40
H 2.44804 0.53450 -1.78747 0.1081 0.0810 -0.1230 0.41
H -0.29314 1.55391 1.33942 0.0703 -0.1491 0.0264 0.41
H 1.21260 -1.70136 -1.62056 0.0867 -0.1442 -0.0356 0.40
H -0.96781 1.08699 -1.33305 0.1183 0.0154 -0.1278 0.54
H -2.33680 -1.11420 -0.42817 -0.1273 -0.0981 0.0379 0.24
H -3.13112 0.44905 -0.35309 0.0065 -0.0142 0.0629 0.36
H -2.30910 -0.21341 1.08328 -0.1038 -0.0227 0.1064 0.34
H 0.98276 -2.34423 0.68570 0.0007 0.1896 0.0889 0.25

---

56
Properties=species:S:1:pos:R:3:forces:R:3:mulliken_charge:R:1 method="wB97M-V/def2-TZVPD" e_homo_ev=-13.7 largest_force_ha_per_bohr=0.068 spin_multiplicity=1 e_lumo_ha=-0.091 e_above_lowest_kcal_mol=52.31 charge=+1 gap_ev=11.244 e_tot_ev=-32867.2229
C -1.89150 -1.58566 -2.66982 -1.6780 0.4921 0.0871 -1.17
C -0.54479 -1.26288 -2.08557 0.4239 -0.8925 -0.2868 -0.05
N -0.46384 -1.63190 -0.65459 0.3306 -0.3240 1.5618 1.69
C -0.20702 -3.05221 -0.20269 1.5419 -0.7961 -1.3400 0.08
C -1.28816 -4.04802 -0.47419 -1.5356 -0.6035 0.5886 -1.42
H -2.51023 -0.70199 -2.80338 0.3238 0.4903 -0.1700 0.18
H -2.55098 -2.11948 -1.96114 0.6052 -0.4386 -0.5554 0.28
H -1.86030 -2.02627 -3.67003 0.1101 -0.3687 0.4476 0.30
H 0.23885 -1.82293 -2.60662 -0.0616 0.0525 0.2905 0.41
H -0.24513 -0.22954 -2.17578 -0.0660 0.2721 0.0970 0.19
H -1.19983 -1.18271 -0.04308 1.0401 -0.3690 -1.0573 -0.31
H 0.41993 -1.28944 -0.25160 -0.1780 1.2155 -0.5366 -0.31
H 0.03467 -2.93605 0.86571 -0.3335 -0.3571 -0.5036 0.14
H 0.76009 -3.32153 -0.70588 -0.8054 0.2234 0.4186 0.43
H -1.03457 -5.10792 -0.40149 0.7362 0.2348 0.8939 0.37
H -2.05417 -3.82242 0.29471 -0.1532 -0.5313 -0.6674 0.36
H -1.74941 -4.14449 -1.46035 0.1177 1.1029 -0.0802 0.30
H 1.23215 0.33089 1.06097 0.5109 -0.1400 0.2545 -0.04
H 1.46482 1.30355 -0.06893 0.1067 -0.2455 -0.0729 0.24
O 1.48536 0.34605 0.13843 -0.6114 0.3667 -0.9217 0.00
H 0.39616 0.69791 3.18606 -0.3413 1.0089 0.2338 0.31
H -0.29978 0.92037 4.61715 -0.2415 0.4621 -0.2698 0.29
O 0.24728 0.36226 4.07096 0.7311 -1.2025 0.2307 -0.66
H 2.74877 -0.35373 -3.37347 1.2122 0.2689 0.0146 0.26
H 2.51665 0.50589 -1.96645 0.9874 -0.0424 -0.3676 0.26
O 2.18070 0.00192 -2.70755 -2.0846 -0.1992 0.3458 -0.56
H -0.70107 3.71592 -0.44072 -0.5710 0.4566 -0.2006 0.34
H -1.36727 4.60047 0.70498 -0.5844 0.1160 -0.1278 0.29
O -0.57396 4.16909 0.41034 1.1140 -0.4273 0.0233 -0.67
H 1.24748 2.98519 2.46939 0.1503 -0.4684 0.2799 0.28
H 0.49676 3.06241 1.21741 -0.4881 -0.1518 -0.2661 0.26
O 0.91207 2.38354 1.78986 0.1304 0.6348 0.5128 -0.49
H 3.47056 0.62985 0.95956 -0.1761 -0.1847 -0.2175 0.25
H 3.62321 0.43518 2.43722 0.2420 -0.2319 0.1119 0.28
O 3.50866 -0.06824 1.62127 0.5629 0.5574 0.9750 -0.62
H -0.50344 -0.66838 1.81228 0.0794 0.1413 0.1348 0.18
H -0.74229 0.81168 1.32140 0.0083 -0.0377 0.0734 0.30
O -1.16093 -0.04983 1.44673 -0.4843 -0.0789 0.0022 -0.57
H -3.73642 1.37014 -0.58460 0.0174 -0.1426 0.1092 0.30
H -3.73493 0.71560 -1.93480 -0.1728 -0.1395 -0.0709 0.31
O -3.32789 1.43847 -1.45422 0.2196 0.2017 -0.0632 -0.60
H -1.27868 2.05302 -1.80703 -0.9133 -0.0384 -0.4215 0.40
H -1.60330 3.24499 -2.81593 -0.3795 -0.3863 0.0354 0.26
O -1.04169 2.93479 -2.10471 1.4106 0.3861 0.4706 -0.66
H -2.84326 -0.74491 0.48335 -0.3083 0.3411 0.9281 0.19
H -4.24369 -0.67807 1.23420 0.4620 -0.1259 0.2488 0.28
O -3.79709 -0.69924 0.38490 -0.5549 -0.0565 -0.9178 -0.68
H 2.19143 3.59839 -1.01870 -0.2366 0.1347 -0.2881 0.25
H 1.25550 2.63076 -1.86884 0.0130 0.5994 -0.1242 0.29
O 1.88426 2.69700 -1.13890 0.0822 -0.6136 0.1737 -0.61
H 3.69507 -1.91194 0.73196 -0.1918 -0.1837 0.3403 0.30
H 3.04633 -1.60858 -0.50945 -0.1363 2.1616 -2.7392 0.23
O 2.97289 -2.21260 0.16611 0.0577 -2.3681 2.1713 -0.59
H 0.52967 -1.36068 3.33330 0.0211 -0.0574 0.5349 0.38
H 1.64450 -2.07659 2.54816 0.0148 0.0534 -0.2403 0.25
O 0.69275 -1.91712 2.55917 -0.0760 0.2286 -0.0832 -0.70